Computed, not measured: C24H27As2FNO3RuTe as an isolated structure, with ωB97M-V with the def2-TZVPD basis set.

Output
LUMO level (alpha / beta)	0.00868 / -0.02511	hartree
2S+1	6
HOMO-LUMO gap (alpha / beta)	6.6 / 6.7	eV

The geometry in XYZ format:
```
60
Properties=species:S:1:pos:R:3:forces:R:3:lowdin_charge:R:1
Ru -0.115243 1.425164 0.667065 0.0 -0.6 0.3 0.368
C 2.101775 -5.394975 2.890626 0.1 -0.1 0.0 -0.045
C 0.767637 -5.338828 2.169337 -0.2 0.4 -0.1 -0.299
C 0.583549 -6.534789 1.255350 0.2 -0.1 0.0 -0.153
C -0.759862 -6.485276 0.558732 -0.1 0.0 0.0 -0.130
C -0.914015 -5.190657 -0.186384 0.1 0.2 0.1 -0.135
C -1.714764 -5.090713 -1.296340 -0.1 0.0 -0.1 0.050
C -1.851969 -3.872048 -1.958387 -0.1 -0.2 0.0 -0.258
F -2.654617 -3.834003 -3.040968 0.0 0.0 0.0 0.062
C -1.213259 -2.746340 -1.544842 0.1 0.1 0.0 0.072
C -0.381162 -2.824017 -0.418906 0.0 0.3 0.0 -0.041
C 0.273487 -1.586352 0.047354 -0.1 0.0 -0.1 -0.327
O 0.075021 -0.532359 -0.594756 0.0 0.1 0.0 -0.147
C 1.070946 -1.711977 1.218795 0.0 -0.4 0.0 -0.040
C 1.193825 -2.950917 1.788716 0.1 0.1 0.1 0.030
N 0.612567 -4.082346 1.372239 -0.1 -0.2 -0.1 0.038
C -0.226951 -4.034350 0.251588 0.1 -0.3 0.3 -0.066
C 1.845804 -0.605546 1.900834 0.0 0.3 0.1 -0.617
O 2.574000 -0.896137 2.839362 0.0 0.0 -0.1 0.035
O 1.672975 0.584528 1.431910 0.1 -0.2 0.1 -0.231
H 2.219853 -6.396462 3.305932 0.0 0.0 0.0 0.087
H 2.178907 -4.692514 3.717326 0.0 0.0 0.0 0.082
H 2.928954 -5.212372 2.202189 0.0 0.0 0.0 0.101
H -0.043259 -5.337731 2.905730 0.0 0.0 0.0 0.159
H 0.676120 -7.436647 1.861440 0.0 0.0 0.0 0.123
H 1.395089 -6.550603 0.520138 0.0 0.0 0.0 0.137
H -1.555854 -6.572411 1.305921 0.0 0.0 0.0 0.131
H -0.883384 -7.321839 -0.129320 0.0 0.0 0.0 0.121
H -2.251153 -5.956523 -1.665850 0.0 0.0 0.0 0.132
H -1.327645 -1.800697 -2.053783 0.0 0.0 0.0 0.126
H 1.828079 -3.011755 2.659692 0.0 0.0 0.0 0.126
C 1.112013 4.994277 2.311078 0.0 0.1 0.1 -0.292
As 0.947722 3.768136 0.826053 0.0 0.1 -0.1 1.072
C 2.795653 3.660302 0.233576 -0.1 0.1 0.0 -0.282
C 0.148550 4.904619 -0.538030 0.1 0.2 0.0 -0.412
C 0.488620 6.255648 -0.613442 0.0 0.0 -0.1 -0.108
C -0.052191 7.071935 -1.594153 0.0 0.0 0.0 -0.079
C -0.942563 6.542272 -2.518925 0.0 0.0 0.0 -0.079
C -1.292295 5.203179 -2.444380 0.0 0.1 0.0 -0.112
C -0.757376 4.375648 -1.457403 -0.1 0.0 -0.1 -0.409
As -1.295790 2.493462 -1.385027 0.1 0.2 0.1 1.048
C -1.062272 2.002991 -3.247672 0.0 0.0 -0.1 -0.285
C -3.218648 2.682017 -1.298198 -0.1 0.0 -0.1 -0.312
H 1.802259 5.800430 2.068415 0.0 0.0 0.1 0.021
H 1.489899 4.433190 3.162995 0.0 0.0 0.0 0.032
H 0.130223 5.396461 2.550420 0.0 0.0 0.0 0.034
H 3.205336 4.658033 0.082086 0.1 0.0 0.0 0.027
H 2.828197 3.094229 -0.694791 0.0 0.0 0.0 0.028
H 3.353722 3.116187 0.992864 0.0 0.0 0.0 0.030
H 1.182912 6.689079 0.095879 0.0 0.0 0.0 0.092
H 0.220264 8.118856 -1.639242 0.0 0.0 0.0 0.105
H -1.365148 7.169567 -3.293497 0.0 0.0 0.0 0.105
H -1.994321 4.808637 -3.170194 0.0 0.0 0.0 0.093
H -1.789656 2.527695 -3.864996 0.0 0.0 -0.1 0.022
H -1.198849 0.927779 -3.342525 0.0 0.0 0.0 0.018
H -0.052791 2.262485 -3.558753 0.0 0.0 0.0 0.032
H -3.592132 3.307334 -2.108776 0.0 0.0 0.0 0.023
H -3.464783 3.117929 -0.332432 -0.1 0.0 0.0 0.016
H -3.654123 1.685901 -1.356234 0.0 0.0 0.0 0.028
Te -2.077884 0.923215 2.154565 0.0 0.1 -0.1 0.056
```
Forces are in eV/Å.